No. 1
93
Properties=species:S:1:pos:R:3:mulliken_charge:R:1 method="wB97M-V/def2-TZVPD" lumo_ev="2.3 / 2.3" multiplicity=5 charge=-1 s_squared=6.01
C 0.8012 3.5787 3.5590 -1.175
C 0.6545 4.6714 2.5495 0.486
H 1.7879 3.6369 4.0353 0.380
H 0.6898 2.5894 3.1066 -0.037
H 0.0352 3.6761 4.3427 0.239
C 1.1881 5.8926 2.7490 -0.066
C 1.9133 6.3296 3.9747 -1.481
H 1.0518 6.6971 2.0283 0.360
H 2.6985 5.6318 4.2912 0.323
H 1.2431 6.5041 4.8297 0.283
H 2.3893 7.2901 3.7509 0.380
Cr -1.3406 -0.9431 0.7314 0.474
Cl -3.0542 0.3969 1.0173 -0.678
C -2.4858 -0.6937 -1.9250 -0.670
O -1.5245 -1.1254 -1.2263 0.287
N -2.3275 -0.4423 -3.2212 0.362
C -1.0161 -0.6796 -3.8174 -0.809
C -3.2911 0.4050 -3.8930 -0.920
H -3.4868 -0.5506 -1.5090 0.572
H -0.6462 -1.6542 -3.4765 0.118
H -0.2957 0.0842 -3.4920 0.204
H -1.1043 -0.6646 -4.9080 0.435
H -4.3027 0.1069 -3.6039 0.350
H -3.1898 0.3221 -4.9729 0.317
H -3.1604 1.4545 -3.6006 0.292
H 0.1547 -4.5250 -2.2931 0.205
H -0.8872 -6.6478 -0.5462 0.252
C 1.0475 -4.9284 -1.7881 -0.791
C 0.1491 -6.6040 -0.1791 -0.829
N 0.6994 -5.2803 -0.4200 0.355
H 1.8476 -4.1714 -1.7757 0.161
C 0.7843 -4.3323 0.5467 -0.177
O 0.9762 -3.1273 0.3425 -0.500
H 0.1548 -6.8286 0.8950 0.290
H 0.6969 -4.7614 1.5688 0.339
H 1.3799 -5.8323 -2.3188 0.366
H 0.7445 -7.3517 -0.7221 0.356
H 3.6692 -2.3376 2.8507 0.300
H 3.5157 0.1607 1.7976 0.346
C 4.5813 -2.3697 2.2271 -0.923
C 4.3833 -0.1350 1.1878 -0.993
N 4.3653 -1.5705 1.0221 0.222
H 4.8012 -3.4175 1.9572 0.335
C 4.2316 -2.1348 -0.2012 0.265
O 4.4221 -1.5582 -1.2662 -0.634
H 4.3309 0.3564 0.2112 0.258
H 3.9360 -3.2008 -0.1067 0.168
H 5.4218 -1.9450 2.8071 0.297
H 5.3049 0.1258 1.7284 0.356
O 0.1143 3.0852 0.7844 -0.222
C -0.2228 4.3398 1.3283 0.216
C 0.8311 6.0423 -0.2317 -0.154
C -0.3092 5.4322 0.2945 0.083
H 1.8191 5.7954 0.1670 0.680
C 0.7116 6.9858 -1.2643 -0.926
H -1.2277 4.2310 1.7582 0.382
C -1.5713 5.9036 -0.0799 -0.303
H 1.6065 7.4007 -1.7390 0.351
C -0.5535 7.3573 -1.7244 -0.443
C -1.6940 6.8608 -1.0862 -0.628
H -2.4442 5.5094 0.4421 0.319
H -0.6665 8.0719 -2.5410 0.370
H -2.6911 7.1831 -1.3880 0.365
Si 0.5934 2.4019 -0.6924 0.695
Cl 0.3137 0.5688 1.4072 -0.531
C 2.1260 3.3884 -1.2689 -1.323
C -0.8559 2.8786 -1.8233 -1.041
C 1.0944 0.6570 -1.2545 -0.440
H 1.8758 4.3288 -1.7765 0.391
H 2.7233 2.8236 -1.9957 0.464
H 2.8016 3.6253 -0.4394 0.294
H 1.9145 0.2368 -0.6623 -0.037
H 1.4835 0.7472 -2.2809 0.435
H 0.2878 -0.0950 -1.2809 -0.314
H -0.9683 3.9722 -1.8800 0.365
H -1.7848 2.4787 -1.3984 0.272
H -0.7773 2.5229 -2.8614 0.380
O -1.4235 -3.1552 2.7943 -0.718
C -2.0245 -3.5689 1.7884 0.392
N -2.0979 -2.8105 0.6426 0.098
S -2.9019 -3.5945 -0.6467 0.751
O -4.0947 -2.8895 -1.0348 -0.662
O -1.9942 -4.0456 -1.6772 -0.587
C -3.2661 -5.0109 0.3484 0.531
C -3.8857 -6.1795 -0.0851 -0.757
C -3.9186 -7.2538 0.8107 -0.443
C -3.2888 -7.1738 2.0657 -0.550
C -2.6607 -5.9901 2.4526 -0.552
C -2.7008 -4.8812 1.6006 0.051
H -4.3630 -6.2035 -1.0638 0.432
H -4.4315 -8.1653 0.5201 0.395
H -3.2986 -8.0378 2.7372 0.378
H -2.1171 -5.8706 3.3896 0.495

=====

No. 2
115
Properties=species:S:1:pos:R:3:mulliken_charge:R:1 method="wB97M-V/def2-TZVPD" lumo_ev=0.2 multiplicity=1
Lu 11.9691 13.5393 17.5343 1.047
Cl 10.0223 19.3228 16.4752 -0.039
C 9.6467 18.5148 18.0211 0.699
Cl 7.9357 18.6922 18.4367 -0.078
Cl 10.6822 19.1867 19.2964 -0.068
C 9.9524 17.1196 17.8477 -0.930
N 10.2249 15.9922 17.6712 0.448
Cl 10.6481 11.4648 19.4088 -0.086
C 9.0129 11.9504 19.0780 1.072
C 8.1336 11.0305 18.5267 -0.521
C 6.8738 11.4498 18.0969 -0.921
C 6.5629 12.8094 18.1303 -0.643
C 7.4509 13.7408 18.6709 1.217
Cl 7.1019 15.3997 18.4698 -0.077
C 8.6600 13.3077 19.2753 -1.357
N 9.5275 14.1185 19.9465 0.024
C 9.2686 15.2584 20.6893 0.839
C 7.9894 15.4724 21.2335 -0.479
C 7.7060 16.5939 21.9805 -0.790
C 8.7132 17.5215 22.2393 -0.922
C 10.0006 17.2769 21.7824 -0.348
C 10.3229 16.1635 21.0059 -0.108
C 11.7866 15.9932 20.6497 -1.259
C 12.1744 15.1426 19.4762 0.207
O 12.1343 13.8477 19.6398 -0.844
O 12.5247 15.6283 18.3606 -0.428
H 8.4616 9.9954 18.4347 0.404
H 6.1661 10.7256 17.7080 0.430
H 5.6308 13.1954 17.7135 0.436
H 10.4316 13.6921 20.1793 0.677
H 7.2288 14.7205 21.0521 0.626
H 6.7008 16.7599 22.3664 0.420
H 8.5090 18.4198 22.8182 0.399
H 10.8017 17.9777 22.0394 0.461
H 12.3222 15.5755 21.5273 0.449
H 12.2038 17.0011 20.4864 0.444
Cl 14.3238 13.0340 17.8218 -0.568
Cl 11.1613 7.0857 15.5604 -0.203
C 12.5547 8.0733 15.3834 0.550
C 13.7862 7.4877 15.6808 -0.395
C 14.9444 8.2496 15.7499 -0.862
C 14.8658 9.6396 15.5759 -0.564
C 13.6564 10.2084 15.2482 -0.123
Cl 13.5312 11.9288 15.1118 0.260
C 12.4764 9.4389 15.0594 -0.104
N 11.3739 10.1365 14.6363 1.881
C 10.1112 9.7404 14.2777 0.906
C 9.9431 8.6120 13.4668 -0.535
C 8.6953 8.2079 13.0486 -1.024
C 7.5683 8.9371 13.4270 -1.152
C 7.7309 10.0949 14.1810 -0.689
C 8.9871 10.5343 14.6106 -0.080
C 8.9971 11.9027 15.2595 -0.728
C 10.0100 12.4066 16.2570 1.222
O 11.0589 11.7507 16.6238 -0.748
O 9.8220 13.5855 16.7144 -0.009
H 13.8069 6.4270 15.8793 0.475
H 15.9007 7.7969 15.9803 0.407
H 15.7378 10.2813 15.7010 0.471
H 11.4282 11.1025 14.9441 -1.856
H 10.8294 8.0690 13.1385 0.709
H 8.5888 7.3320 12.4138 0.479
H 6.5693 8.6349 13.1432 0.395
H 6.8515 10.6964 14.4283 0.442
H 8.0163 12.0255 15.7423 0.352
H 8.9847 12.6763 14.4577 0.272
C 11.8023 13.8902 13.4232 -0.905
P 12.0408 14.8366 15.0277 1.973
C 10.9557 16.2154 14.5447 1.012
C 9.5741 16.1336 14.7737 -0.576
C 8.7182 17.1399 14.3234 -0.561
C 9.2196 18.2094 13.5892 -0.903
C 10.5858 18.2909 13.3346 -0.984
C 11.4521 17.3073 13.8189 -0.484
C 13.6351 15.6791 15.0869 1.181
C 13.6548 16.8328 15.8848 -0.514
C 14.8363 17.5215 16.1134 -0.787
C 16.0279 17.0488 15.5725 -0.886
C 16.0203 15.8961 14.7961 -0.867
C 14.8401 15.2096 14.5487 -0.607
P 13.2216 13.1215 12.4615 0.062
C 13.1187 14.1195 10.9409 0.245
C 13.4297 13.5106 9.7162 -0.612
C 13.4013 14.2443 8.5345 -0.544
C 13.0879 15.5944 8.5534 -0.633
C 12.8304 16.2189 9.7668 -0.439
C 12.8559 15.4948 10.9607 -0.339
C 12.3270 11.6714 11.8186 0.508
C 13.0098 10.4463 11.8004 -0.338
C 12.4265 9.3292 11.2174 -0.595
C 11.1504 9.4081 10.6606 -0.509
C 10.4609 10.6169 10.6912 -0.782
C 11.0442 11.7498 11.2664 -0.227
H 11.2025 14.5216 12.7403 1.292
H 11.1071 13.0746 13.6908 -0.583
H 9.1797 15.3044 15.3543 0.164
H 7.6559 17.0728 14.5503 0.519
H 8.5494 18.9886 13.2332 0.364
H 10.9914 19.1234 12.7660 0.468
H 12.5241 17.4037 13.6328 0.407
H 12.7384 17.2034 16.3356 0.315
H 14.8230 18.4255 16.7245 0.462
H 16.9637 17.5825 15.7480 0.362
H 16.9396 15.5146 14.3649 0.461
H 14.8603 14.2951 13.9442 0.411
H 13.6825 12.4511 9.6978 0.387
H 13.6266 13.7401 7.5969 0.391
H 13.0497 16.1677 7.6275 0.362
H 12.5941 17.2794 9.8034 0.434
H 12.6562 15.9949 11.9117 0.235
H 14.0057 10.3962 12.2424 0.416
H 12.9772 8.3901 11.2092 0.436
H 10.6813 8.5367 10.2134 0.375
H 9.4707 10.6905 10.2491 0.425
H 10.5119 12.6988 11.2674 0.430

=====

No. 3
16
Properties=species:S:1:pos:R:3:mulliken_charge:R:1 method="wB97M-V/def2-TZVPD" lumo_ev=1.0 multiplicity=1
C 2.2388 0.1865 -0.1840 -0.914
C -0.3311 0.8522 1.1048 -0.528
C -0.8190 1.4938 -0.1499 -0.240
O -1.9680 0.7968 0.4380 -0.289
C -1.1458 -0.3731 0.8118 0.479
C -0.9866 -1.4351 -0.2526 -1.283
H 3.2380 -0.1407 0.1078 0.338
H 2.3107 1.0042 -0.9060 0.241
H 1.6978 -0.6502 -0.6351 0.178
H 1.7119 0.5392 0.7094 0.280
H -0.5902 1.1504 -1.1641 0.188
H -0.9504 2.5767 -0.0968 0.235
H -1.5575 -0.8122 1.7252 0.362
H -1.9570 -1.9040 -0.4488 0.350
H -0.3184 -2.2122 0.1376 0.309
H -0.5731 -1.0723 -1.1973 0.294

=====

No. 4
10
Properties=species:S:1:pos:R:3:mulliken_charge:R:1 method="wB97M-V/def2-TZVPD" lumo_ev=0.2 multiplicity=1
C -0.3190 1.0443 -0.0013 -0.121
C -1.3166 -0.0353 -0.0038 0.811
C -2.6265 0.1686 -0.0003 -0.791
H 1.2292 -1.3550 0.0321 0.150
H -0.7982 2.0431 -0.0024 0.257
H -3.0478 1.1875 0.0039 0.238
H -3.3349 -0.6811 0.0067 0.276
N 0.9548 1.0499 0.0055 -0.464
F -0.8409 -1.3032 -0.0005 -0.250
S 2.0255 -0.2425 -0.0026 -0.107

=====

No. 5
16
Properties=species:S:1:pos:R:3:mulliken_charge:R:1 method="wB97M-V/def2-TZVPD" lumo_ev=4.1 multiplicity=1 smiles="CN[C@H](CO)C(=O)[O-]" charge=-1
C -0.4752 2.1165 -0.4363 -0.882
N 0.4836 1.0894 0.0180 -0.498
C -0.1388 -0.1975 0.2145 0.181
C 0.7619 -0.9994 1.1511 -0.678
O 0.6382 -2.4011 1.0181 -0.593
C -0.3850 -1.0089 -1.1129 0.575
O -1.0287 -2.0719 -0.9341 -0.812
O 0.0271 -0.4975 -2.1685 -0.722
H 0.0646 3.0319 -0.6396 0.338
H -1.1429 2.2895 0.4169 0.277
H -1.0980 1.7194 -1.2249 0.330
H 1.2399 1.0020 -0.6458 0.290
H -1.1389 -0.0484 0.6183 0.284
H 1.8165 -0.7727 1.0429 0.275
H 0.5383 -0.6836 2.1930 0.203
H -0.1627 -2.5677 0.4892 0.433

=====

No. 6
10
Properties=species:S:1:pos:R:3:mulliken_charge:R:1 method="wB97M-V/def2-TZVPD" lumo_ev=-0.5 multiplicity=1 smiles="C=S(=O)=O.C#CBr"
C 0.3058 -1.5099 -0.5395 -0.009
C 1.5014 -1.4574 -0.3880 -0.330
C -1.6002 1.1595 0.1015 -0.679
O 0.9426 1.3659 -0.4551 -0.489
O 0.4396 0.4341 1.7045 -0.468
S -0.0099 0.8159 0.4027 0.849
Br 3.1575 -0.8007 -0.2359 0.050
H -0.7492 -1.6770 -0.4758 0.416
H -1.9931 1.2894 -0.8113 0.386
H -1.9944 0.3801 0.6969 0.274

=====

No. 7
35
Properties=species:S:1:pos:R:3:mulliken_charge:R:1 method="wB97M-V/def2-TZVPD" lumo_ev=-2.6 multiplicity=1 smiles="O=C1C(Cl)=C(Cl)C(=O)C(Cl)=C1Cl.CC(C)[C@@H]1CCCN1"
Cl 2.6934 -1.3119 2.6935 -0.115
C 1.2367 -0.4129 2.8100 0.281
C 1.2344 0.9497 2.8443 0.285
Cl 2.6828 1.8515 2.8195 -0.128
C -0.0294 1.7420 2.8497 0.221
O -0.0326 2.9709 2.8298 -0.587
C -1.2879 0.9433 2.8432 0.340
Cl -2.7431 1.8357 2.8012 -0.129
C -1.2797 -0.4187 2.8041 0.236
Cl -2.7295 -1.3286 2.6598 -0.102
C -0.0183 -1.1918 2.7415 0.274
O -0.0190 -2.4130 2.5346 -0.600
C -1.1879 -1.1277 -4.0447 -1.586
C -1.2739 -1.6266 -2.6144 0.632
C -2.1911 -0.7581 -1.7762 -1.442
C 0.1194 -1.7018 -1.9856 -0.024
C 1.0764 -2.6422 -2.7678 -0.814
C 1.9361 -3.3002 -1.6843 -0.722
C 1.0795 -3.2271 -0.3935 -0.356
N 0.1348 -2.1937 -0.6605 0.127
H -0.7360 -0.1309 -4.0736 0.362
H -0.5970 -1.7905 -4.6822 0.366
H -2.1884 -1.0588 -4.4758 0.418
H -1.6580 -2.6590 -2.6210 0.160
H -1.8008 0.2654 -1.7190 0.325
H -3.1819 -0.7275 -2.2366 0.428
H -2.3125 -1.1480 -0.7604 0.309
H 0.5435 -0.6785 -2.0209 0.175
H 0.4821 -3.4084 -3.2879 0.360
H 1.6630 -2.0921 -3.5119 0.373
H 2.2077 -4.3320 -1.9239 0.364
H 2.8479 -2.7089 -1.5367 0.303
H 0.5584 -4.1958 -0.2296 0.244
H 1.6570 -3.0203 0.5254 0.099
H -0.4871 -1.8701 0.0893 -0.077

=====

No. 8
9
Properties=species:S:1:pos:R:3:mulliken_charge:R:1 method="wB97M-V/def2-TZVPD" lumo_ev=-0.5 multiplicity=1
C -0.4822 -0.4757 1.2833 -0.473
C 0.0553 -0.7129 0.1149 -0.129
N -0.1973 1.1486 -1.6250 0.077
N 0.5622 0.5062 -0.8965 -0.049
O -1.3411 0.7055 -1.7060 -0.468
I 2.3735 1.1967 -0.4410 0.215
H -0.7845 -1.2187 2.0055 0.261
H -0.5972 0.5282 1.6046 0.245
H 0.4112 -1.6779 -0.3396 0.321

=====

No. 9
13
Properties=species:S:1:pos:R:3:mulliken_charge:R:1 method="wB97M-V/def2-TZVPD" lumo_ev=0.6 multiplicity=1
N -2.0720 0.5253 -0.7008 -0.700
C -0.8982 -0.0565 -0.1065 0.836
C -0.3668 -1.3760 -0.5774 -0.898
N 0.9287 -1.2500 -0.2454 0.091
C 1.3256 0.0317 0.1838 0.309
O 2.6346 0.1755 0.4728 -0.514
C 0.2572 0.8360 0.2248 -0.607
H -2.6634 -0.2213 -1.0523 0.266
H -2.6011 1.0238 0.0095 0.271
H -1.1373 -0.6462 0.8329 0.100
H 1.5825 -2.0206 -0.2579 0.207
H 2.7894 1.0905 0.7401 0.328
H 0.2206 1.8878 0.4765 0.313

=====

No. 10
41
Properties=species:S:1:pos:R:3:mulliken_charge:R:1 method="wB97M-V/def2-TZVPD" lumo_ev=-15.8 multiplicity=1 charge=+3
In 0.0010 0.2557 0.1649 1.205
C 3.6913 0.5153 -3.2885 -1.161
C 2.4688 1.3748 -2.9844 0.760
O 1.6498 1.0071 -2.1778 -0.290
C 2.4202 2.7440 -3.5162 -1.058
H 4.5440 0.8671 -2.7078 0.364
H 3.8720 0.4389 -4.3607 0.379
H 3.5119 -0.5083 -2.9596 0.352
H 1.8664 3.5075 -2.9700 0.353
H 2.0075 2.6020 -4.5151 0.343
H 3.4585 3.0611 -3.6138 0.378
C 1.5269 -3.2390 3.0282 -0.940
C 1.9941 -1.8237 3.1487 0.772
O 1.6278 -0.9487 2.3620 -0.339
C 2.9601 -1.5791 4.3227 -1.048
H 2.3107 -3.8449 2.5737 0.395
H 0.6961 -3.2274 2.3227 0.213
H 1.1510 -3.5699 3.9963 0.335
H 2.5733 -1.8038 5.3167 0.363
H 3.2036 -0.5180 4.2687 0.354
H 3.9445 -2.0145 4.1510 0.364
C -3.5253 -1.4480 2.0342 -1.133
C -2.1961 -1.6682 2.7494 0.718
O -1.0735 -1.4946 2.2337 -0.309
C -2.3118 -2.1524 4.2237 -0.930
H -3.9587 -2.4336 1.8645 0.376
H -3.3598 -1.0401 1.0370 0.282
H -4.2149 -0.8472 2.6272 0.386
H -2.3817 -1.2290 4.7988 0.351
H -1.4451 -2.7271 4.5503 0.301
H -3.2704 -2.6711 4.2165 0.379
C -1.4066 3.3866 -3.3050 -0.600
C -2.0343 2.0305 -2.9005 0.586
O -1.4474 1.1800 -2.2803 -0.344
C -3.4558 1.7812 -3.5112 -0.980
H -2.0151 3.9579 -2.6040 0.376
H -1.7144 3.5559 -4.3369 0.417
H -0.3405 3.4109 -3.0796 -0.067
H -3.2879 1.1031 -4.3478 0.354
H -3.9920 2.6800 -3.8158 0.384
H -4.0486 1.3287 -2.7162 0.362

=====

For the records above, the corresponding E_tot values read -124350.062; -222760.208; -7389.518; -18216.898; -11911.793; -88126.614; -69397.934; -15246.221; -9270.251; -26162.730 eV.